(1)
Here is a 4-piece molecular cluster, C4H12O3 overall in a non-equilibrium geometry from the OMol25 dataset. Energies are from the ωB97M-V functional and the def2-TZVPD basis.

CARTESIAN COORDINATES (ANGSTROEM)
C (0.02, -0.64, 1.51)
C (-2.54, 0.25, -1.03)
O (1.26, -1.04, -1.30)
C (-1.46, -0.20, -0.37)
C (-1.24, -0.14, 1.01)
H (-0.17, -1.67, 1.87)
H (0.73, -0.72, 0.68)
H (0.49, -0.04, 2.29)
H (-2.50, 0.41, -2.10)
H (-3.42, 0.60, -0.49)
H (1.75, -1.65, -1.86)
H (-0.61, -0.54, -0.96)
H (-2.01, 0.26, 1.66)
H (-0.11, 1.54, 0.11)
H (1.38, 1.27, -0.28)
O (0.57, 1.84, -0.50)
H (3.38, 0.67, 0.11)
H (1.96, -0.48, -0.68)
O (2.52, 0.31, 0.33)

E_LUMO = -3.284 eV
Spin multiplicity = 1
Maximum force = 1.5 eV Å⁻¹
Relative energy (zero: lowest compared OMol25 entry of this formula, charge and spin) = 107.2 kcal/mol
Frontier orbital gap = 4.98 eV

***

(2)
Here is a 2-piece molecular cluster, C3H4Cl2S overall in a non-equilibrium geometry from the OMol25 dataset. Energies are from the ωB97M-V functional and the def2-TZVPD basis.

CARTESIAN COORDINATES (ANGSTROEM)
S (2.77, 1.18, 1.20)
C (2.88, 0.12, 0.03)
Cl (3.27, 0.63, -1.58)
Cl (2.99, -1.58, 0.18)
C (-0.08, -0.16, 0.02)
C (-1.20, 0.17, 0.66)
H (0.26, -1.13, -0.09)
H (0.57, 0.57, -0.47)
H (-1.56, 1.08, 0.71)
H (-1.88, -0.46, 1.08)

E_LUMO = -0.981 eV
Spin multiplicity = 1
Maximum force = 5.0 eV Å⁻¹
Relative energy (zero: lowest compared OMol25 entry of this formula, charge and spin) = 39.8 kcal/mol
Frontier orbital gap = 8.62 eV

***

(3)
Here is a 2-piece molecular cluster, C5H12O2 overall from the OMol25 dataset. Energies are from the ωB97M-V functional and the def2-TZVPD basis.

CARTESIAN COORDINATES (ANGSTROEM)
C (-0.39, -2.30, 0.72)
C (-0.36, -1.31, -0.43)
C (-0.74, 0.07, 0.03)
C (-0.34, 1.24, -0.48)
C (0.58, 1.42, -1.65)
O (-0.91, 2.39, 0.01)
H (0.29, -1.97, 1.51)
H (-1.40, -2.36, 1.15)
H (-0.09, -3.30, 0.40)
H (0.63, -1.31, -0.90)
H (-1.07, -1.63, -1.22)
H (-1.51, 0.13, 0.80)
H (-0.04, 1.72, -2.50)
H (1.32, 2.21, -1.48)
H (1.11, 0.51, -1.92)
H (-0.38, 3.15, -0.26)
O (1.47, 0.30, 2.13)
H (0.83, 0.62, 2.79)
H (1.00, 0.45, 1.28)

E_LUMO = 0.750 eV
Spin multiplicity = 1
Maximum force = 0.5 eV Å⁻¹
Relative energy (zero: lowest compared OMol25 entry of this formula, charge and spin) = 23.2 kcal/mol
Frontier orbital gap = 9.52 eV

***

(4)
Here is a 5-piece molecular cluster, C25H61N2O8 overall from the OMol25 dataset. Energies are from the ωB97M-V functional and the def2-TZVPD basis.

CARTESIAN COORDINATES (ANGSTROEM)
C (0.31, -0.74, 1.71)
C (-0.22, -2.00, 0.97)
C (0.92, -2.80, 0.30)
C (-1.04, -2.85, 1.95)
N (-2.23, -3.61, 1.39)
C (-1.99, -4.32, 0.07)
C (-2.28, -3.45, -1.16)
N (-3.46, -2.62, -1.06)
C (-3.60, -1.88, 0.18)
C (-4.95, -1.17, 0.20)
C (-3.51, -2.81, 1.37)
H (0.07, -0.75, 2.77)
H (-0.14, 0.16, 1.29)
H (1.38, -0.63, 1.60)
H (-0.87, -1.64, 0.18)
H (1.89, -2.37, 0.52)
H (0.95, -3.84, 0.63)
H (0.80, -2.82, -0.78)
H (-1.44, -2.25, 2.76)
H (-0.38, -3.60, 2.40)
H (-2.40, -4.35, 2.06)
H (-2.62, -5.20, 0.07)
H (-0.96, -4.65, 0.08)
H (-1.41, -2.85, -1.41)
H (-2.42, -4.14, -1.99)
H (-4.31, -3.11, -1.30)
H (-2.82, -1.12, 0.22)
H (-4.99, -0.45, -0.61)
H (-5.75, -1.89, 0.07)
H (-5.10, -0.65, 1.15)
H (-4.32, -3.54, 1.29)
H (-3.59, -2.31, 2.33)
C (-2.40, -0.49, -3.15)
O (-1.77, 0.52, -3.90)
C (-0.63, 0.08, -4.61)
C (-0.94, -0.26, -6.05)
O (-1.84, -1.34, -6.16)
C (-3.18, -0.95, -6.45)
H (-3.39, -0.12, -2.87)
H (-2.52, -1.42, -3.72)
H (-1.84, -0.70, -2.23)
H (-0.19, -0.80, -4.12)
H (0.11, 0.88, -4.58)
H (-0.01, -0.55, -6.55)
H (-1.34, 0.63, -6.57)
H (-3.28, -0.64, -7.49)
H (-3.51, -0.14, -5.80)
H (-3.81, -1.82, -6.28)
C (3.17, 0.74, 3.60)
O (2.45, 1.43, 2.59)
C (1.74, 2.56, 3.07)
C (2.51, 3.84, 2.87)
O (3.70, 3.86, 3.62)
C (4.86, 3.56, 2.86)
H (3.90, 0.10, 3.11)
H (3.70, 1.43, 4.25)
H (2.50, 0.12, 4.21)
H (1.50, 2.43, 4.13)
H (0.79, 2.61, 2.52)
H (1.89, 4.68, 3.21)
H (2.71, 3.99, 1.80)
H (5.14, 4.40, 2.22)
H (4.72, 2.67, 2.24)
H (5.67, 3.37, 3.57)
C (6.31, -1.53, 2.92)
O (6.42, -0.33, 3.65)
C (6.24, -0.49, 5.05)
C (7.55, -0.61, 5.80)
O (8.26, -1.78, 5.43)
C (9.31, -1.54, 4.51)
H (6.69, -1.34, 1.92)
H (6.88, -2.33, 3.38)
H (5.26, -1.84, 2.85)
H (5.61, -1.36, 5.25)
H (5.71, 0.40, 5.42)
H (7.33, -0.68, 6.87)
H (8.15, 0.28, 5.63)
H (10.16, -1.06, 5.01)
H (8.99, -0.91, 3.68)
H (9.63, -2.50, 4.13)
C (-6.13, 4.54, -2.35)
O (-4.75, 4.23, -2.30)
C (-4.43, 2.96, -2.84)
C (-3.93, 3.03, -4.26)
O (-4.92, 3.50, -5.16)
C (-4.80, 4.87, -5.48)
H (-6.23, 5.60, -2.14)
H (-6.55, 4.34, -3.34)
H (-6.69, 3.98, -1.60)
H (-5.31, 2.29, -2.79)
H (-3.64, 2.53, -2.21)
H (-3.65, 2.02, -4.58)
H (-3.03, 3.66, -4.31)
H (-3.96, 5.04, -6.17)
H (-4.65, 5.48, -4.59)
H (-5.72, 5.17, -5.97)

E_LUMO = -2.871 eV
Spin multiplicity = 1
Maximum force = 0.4 eV Å⁻¹
Net charge = +1
Frontier orbital gap = 7.82 eV

***

(5)
Here is a 2-piece molecular cluster, C14H19BrFNO3 overall in a non-equilibrium geometry from the OMol25 dataset. Energies are from the ωB97M-V functional and the def2-TZVPD basis.

CARTESIAN COORDINATES (ANGSTROEM)
C (3.20, -2.92, 1.53)
C (2.75, -1.38, 1.63)
C (1.16, -1.16, 1.45)
O (0.52, -1.57, 2.66)
C (0.90, 0.41, 1.20)
Br (2.31, 1.76, 1.43)
O (0.10, 0.69, 0.01)
C (0.39, -0.37, -0.91)
O (0.56, -0.36, -2.14)
C (0.52, -1.67, 0.05)
C (-0.58, -2.80, -0.02)
C (-1.88, -2.70, 0.86)
C (-2.38, -1.29, 1.37)
F (-1.80, -3.60, 2.01)
H (4.35, -2.91, 1.65)
H (3.04, -3.38, 0.48)
H (2.81, -3.60, 2.35)
H (3.36, -0.84, 0.81)
H (3.08, -1.03, 2.67)
H (1.13, -2.06, 3.25)
H (0.16, 0.68, 2.05)
H (1.45, -2.20, -0.41)
H (-0.91, -2.89, -1.12)
H (-0.08, -3.81, 0.21)
H (-2.74, -3.13, 0.22)
H (-3.01, -1.48, 2.31)
H (-3.06, -0.72, 0.63)
H (-1.58, -0.55, 1.67)
C (-0.62, 3.28, -3.15)
C (-1.24, 4.34, -3.80)
C (-1.96, 5.25, -3.04)
N (-2.10, 5.17, -1.71)
C (-1.49, 4.14, -1.10)
C (-0.75, 3.18, -1.77)
H (-0.05, 2.55, -3.70)
H (-1.17, 4.45, -4.87)
H (-2.46, 6.09, -3.50)
H (-1.62, 4.09, -0.02)
H (-0.28, 2.37, -1.23)

E_LUMO = 0.340 eV
Spin multiplicity = 1
Maximum force = 4.6 eV Å⁻¹
Frontier orbital gap = 9.76 eV

***

(6)
Here is C25H18N3PS3Ti as an isolated structure in a non-equilibrium geometry from the OMol25 dataset. Energies are from the ωB97M-V functional and the def2-TZVPD basis.

CARTESIAN COORDINATES (ANGSTROEM)
Ti (1.26, -0.59, 0.32)
C (1.42, -1.22, 4.65)
C (1.55, -0.63, 3.39)
N (1.19, -1.25, 2.28)
C (0.68, -2.50, 2.37)
C (0.48, -3.16, 3.58)
C (0.88, -2.48, 4.75)
C (-0.09, -4.48, 3.58)
C (-0.41, -5.09, 2.43)
C (-0.20, -4.44, 1.16)
C (-0.48, -5.04, -0.08)
C (-0.23, -4.36, -1.24)
C (0.30, -3.07, -1.17)
N (0.58, -2.48, -0.02)
C (0.34, -3.16, 1.14)
H (1.73, -0.67, 5.53)
H (1.95, 0.37, 3.27)
H (0.75, -2.95, 5.72)
H (-0.24, -4.97, 4.53)
H (-0.84, -6.08, 2.43)
H (-0.90, -6.04, -0.10)
H (-0.43, -4.80, -2.20)
H (0.50, -2.50, -2.07)
S (5.44, -1.28, -0.97)
C (4.14, -0.82, -0.22)
N (3.15, -0.48, 0.36)
S (-0.68, 0.80, 0.78)
P (-0.25, 1.50, -1.09)
S (1.07, 0.27, -1.99)
C (0.42, 3.16, -0.94)
C (-0.45, 4.21, -0.67)
C (0.05, 5.49, -0.51)
C (1.42, 5.72, -0.62)
C (2.29, 4.67, -0.89)
C (1.79, 3.39, -1.05)
C (-1.75, 1.65, -2.07)
C (-1.61, 1.99, -3.42)
C (-2.74, 2.17, -4.20)
C (-4.01, 2.01, -3.63)
C (-4.14, 1.68, -2.30)
C (-3.01, 1.50, -1.51)
H (-1.52, 4.04, -0.60)
H (-0.62, 6.31, -0.31)
H (1.81, 6.73, -0.50)
H (3.35, 4.86, -0.98)
H (2.46, 2.57, -1.27)
H (-0.63, 2.10, -3.86)
H (-2.64, 2.43, -5.24)
H (-4.89, 2.16, -4.24)
H (-5.12, 1.56, -1.86)
H (-3.11, 1.23, -0.46)

E_LUMO (spin up / spin down) = -4.078 / -4.054 eV
Spin multiplicity = 2
Maximum force = 1.9 eV Å⁻¹
Relative energy (zero: lowest compared OMol25 entry of this formula, charge and spin) = 9.9 kcal/mol
Net charge = +1
Frontier orbital gap (spin up / spin down) = 6.98 / 7.33 eV

***

no.,molar mass (g/mol)
1,108.137
2,143.038
3,104.149
4,517.769
5,348.212
6,535.482